Computed, not measured: C23H12Cl3GeN3O7SeY as an isolated structure, with wB97M-V/def2-TZVPD.

Geometry as XYZ:
```
51
Properties=species:S:1:pos:R:3:forces:R:3
Y 1.786 -0.363 0.339 -0.496 1.967 -0.131
Se 0.041 -1.803 -1.253 -1.046 -0.274 -1.366
Ge 4.740 -0.804 1.499 1.420 0.397 -0.252
Cl 2.982 0.566 2.384 0.291 0.308 0.839
Cl 4.992 -1.881 3.386 0.060 -0.413 0.677
Cl 3.254 -2.450 0.649 0.126 -1.090 -0.125
O 5.183 3.932 -2.945 0.056 0.044 -0.023
O 1.870 1.870 -0.228 -0.786 -0.703 0.590
O -5.625 -0.197 1.562 -0.259 0.240 -0.281
O 3.586 -0.104 -0.993 -0.702 -0.856 0.126
O -5.595 -1.701 3.084 -0.329 -0.108 0.205
O 2.813 4.524 -1.344 -0.295 -0.151 0.107
O 5.454 1.025 -3.126 0.091 -0.325 0.174
N -0.534 0.569 0.882 0.008 -0.097 -0.146
N 0.547 -1.518 2.213 -0.102 -0.217 -0.056
N -5.047 -0.958 2.303 -0.161 -0.190 0.193
C -3.282 1.048 0.825 0.161 0.372 -0.203
C 2.887 2.133 -0.946 0.853 -0.631 -1.142
C -0.796 -1.380 2.229 -0.284 -0.360 0.358
C -2.399 1.887 0.189 -0.187 -0.254 0.284
C -2.127 0.419 -4.041 -0.200 -0.171 0.057
C -3.024 -2.053 2.935 -0.631 0.322 -0.191
C -1.627 -2.271 2.941 0.517 0.448 -0.345
C -0.018 1.534 -3.746 0.062 0.041 -0.072
C -0.506 -0.480 -2.526 0.411 -0.651 0.606
C -2.789 -0.074 1.523 0.306 0.054 -0.087
C 4.705 1.605 -2.378 0.259 0.495 -0.510
C 1.085 -2.497 2.922 0.134 -0.029 0.077
C 3.291 3.424 -1.497 0.460 0.563 -0.112
C 4.519 3.127 -2.360 -0.139 -0.140 -0.018
C -1.271 1.470 -4.339 0.110 0.090 0.104
C 0.365 0.558 -2.847 0.391 0.133 0.111
C -1.750 -0.566 -3.146 -0.181 -0.096 -0.025
C -1.032 1.615 0.249 0.178 0.183 -0.152
C -1.032 -3.351 3.618 0.252 0.152 -0.155
C 0.335 -3.460 3.607 -0.259 0.074 0.100
C -3.592 -1.020 2.252 1.042 -0.645 0.364
C -1.382 -0.267 1.520 -0.616 0.003 0.070
C 3.739 1.096 -1.418 -0.335 1.504 0.503
H 1.362 0.576 -2.418 -0.073 0.111 -0.097
H -0.316 2.269 -0.233 0.102 -0.052 0.019
H 0.670 2.330 -3.993 0.022 0.065 -0.002
H -1.656 -4.067 4.131 -0.047 -0.080 0.076
H -3.664 -2.723 3.491 -0.025 -0.019 -0.048
H -1.580 2.237 -5.035 0.000 0.011 -0.047
H -2.747 2.759 -0.343 -0.008 0.037 -0.018
H -2.397 -1.405 -2.928 -0.069 0.057 0.000
H -4.340 1.257 0.802 0.131 -0.063 -0.017
H 2.169 -2.539 2.954 -0.153 -0.006 -0.057
H -3.096 0.367 -4.513 -0.080 -0.033 -0.049
H 0.848 -4.265 4.109 0.019 -0.013 0.088
```
Forces are in eV/Å.

Properties
⟨S²⟩: 0.7648
Relative energy (zero: lowest compared OMol25 entry of this formula, charge and spin), kJ/mol: 81.7
E_tot, eV: -203324.765
Kohn-Sham gap (alpha / beta), eV: 5.706 / 3.373
LUMO energy (alpha / beta), eV: -2.14 / -4.04
Spin multiplicity: 2
HOMO level (alpha / beta), eV: -7.84 / -7.41
Molar mass, g mol⁻¹: 789.20
Total charge: 0
Strongest force on any atom, eV Å⁻¹: 2.03

=====

Computed, not measured: C23H13Cl3CoN7O2S3 as an isolated structure, with wB97M-V/def2-TZVPD.

Geometry as XYZ:
```
52
Properties=species:S:1:pos:R:3:forces:R:3
Co 3.065 -1.987 1.031 -0.010 0.115 0.239
Cl 0.045 1.931 1.055 0.029 -0.046 0.006
Cl -2.492 3.877 -2.546 0.028 -0.028 -0.008
Cl -4.174 3.492 3.970 0.009 -0.011 -0.018
S 3.269 -0.284 -0.436 0.053 0.017 0.091
S 5.017 -1.013 1.705 0.003 -0.109 -0.160
S 0.488 3.775 -2.602 0.018 0.040 0.011
O -2.805 0.645 -1.825 -0.011 -0.053 0.006
O 3.006 -3.920 1.569 -0.006 0.300 -0.048
N 1.364 -3.791 -1.509 -0.010 -0.043 -0.046
N 1.082 -1.673 1.334 -0.126 -0.168 -0.461
N 1.924 -4.556 1.850 0.061 -0.058 0.110
N 4.768 2.788 -1.785 -0.073 -0.035 0.022
N -0.965 -1.472 0.560 0.148 0.101 -0.215
N 7.638 1.793 1.418 -0.024 0.008 -0.007
N -1.160 -5.926 1.417 -0.023 -0.028 -0.018
C 1.319 2.308 -2.881 0.029 -0.060 0.026
C -3.872 1.189 0.734 -0.010 -0.012 0.003
C -0.917 1.658 -2.990 0.067 0.004 0.002
C -0.158 -5.409 1.189 0.056 0.069 0.019
C 1.241 -4.223 -0.449 0.095 0.001 0.031
C 6.673 1.530 0.847 0.021 -0.029 0.007
C 0.199 -1.893 2.364 0.043 0.069 0.096
C -4.401 1.898 1.797 0.020 -0.001 -0.001
C 4.710 0.116 0.431 -0.021 0.000 -0.033
C -2.068 0.700 -3.049 -0.037 -0.037 0.017
C -1.992 -1.141 -0.417 0.034 -0.026 0.125
C -1.667 1.885 1.322 -0.002 0.006 0.002
C 0.457 1.274 -3.067 0.017 -0.003 0.010
C -1.995 0.367 -0.696 0.060 0.026 -0.028
C 0.348 -1.421 0.272 -0.069 0.127 0.207
C -2.172 2.602 2.399 0.015 -0.008 -0.019
C 5.486 1.213 0.125 -0.064 0.004 0.033
C -3.534 2.596 2.623 -0.025 0.021 0.033
C -1.028 2.994 -2.741 -0.071 0.028 -0.015
C 5.090 2.085 -0.928 0.080 0.044 -0.050
C -1.074 -1.756 1.902 -0.100 0.013 0.038
C 1.063 -4.724 0.883 -0.165 -0.168 -0.053
C -2.504 1.162 0.478 -0.052 -0.003 0.003
H -1.768 -1.689 -1.333 -0.028 0.035 -0.039
H -2.800 0.990 -3.800 -0.005 0.028 -0.013
H -5.465 1.916 1.986 0.004 0.001 -0.001
H -4.535 0.655 0.064 0.009 0.001 0.004
H -1.688 -0.295 -3.309 0.000 -0.009 -0.027
H 0.725 -1.191 -0.711 -0.009 -0.065 -0.001
H -2.963 -1.473 -0.055 0.005 -0.009 0.063
H -1.505 3.157 3.043 -0.006 -0.003 0.000
H 2.398 2.288 -2.852 0.039 0.009 0.026
H 0.537 -2.132 3.357 0.000 -0.041 -0.015
H 0.785 0.256 -3.237 -0.010 0.017 -0.004
H -2.029 -1.841 2.391 0.015 -0.014 0.000
H -0.966 0.671 -0.897 -0.001 -0.015 0.051
```
Forces are in eV/Å.

Properties
⟨S²⟩: 1.1593
Relative energy (zero: lowest compared OMol25 entry of this formula, charge and spin), kJ/mol: 0.0
E_tot, eV: -146288.213
Kohn-Sham gap (alpha / beta), eV: 7.344 / 7.513
LUMO energy (alpha / beta), eV: 1.88 / 2.00
Spin multiplicity: 2
HOMO level (alpha / beta), eV: -5.46 / -5.52
Molar mass, g mol⁻¹: 680.90
Total charge: -1
Strongest force on any atom, eV Å⁻¹: 0.51

=====

⟨S²⟩ of number 1 (C23H12Cl3GeN3O7SeY)?
0.7648

=====

The lowest relative energy (zero: lowest compared OMol25 entry of this formula, charge and spin) belongs to which entry?
C23H13Cl3CoN7O2S3

=====

What is the formula in the first record?
C23H12Cl3GeN3O7SeY

=====

Look up the relative energy (zero: lowest compared OMol25 entry of this formula, charge and spin) of the second one.
0.0 kJ/mol